No. 1
{
  "formula": "C20H30O15Rb",
  "method": "ωB97M-V/def2-TZVPD",
  "e_above_lowest_kj_mol": 0.0,
  "homo_ev": -13.16,
  "total_charge": 1,
  "homo_lumo_gap_ev": 11.5,
  "mol_weight_g_mol": 595.91,
  "elements": ["Rb", "C", "C", "C", "O", "C", "O", "O", "H", "H", "H", "H", "H", "H", "C", "C", "C", "O", "C", "O", "O", "H", "H", "H", "H", "H", "H", "C", "C", "C", "O", "C", "O", "O", "H", "H", "H", "H", "H", "H", "C", "C", "C", "O", "C", "O", "O", "H", "H", "H", "H", "H", "H", "C", "C", "C", "O", "C", "O", "O", "H", "H", "H", "H", "H", "H"],
  "coordinates": [[0.9115, -0.6916, 2.1649], [7.5252, -2.9987, -0.4072], [6.3595, -2.0787, -0.7170], [5.2364, -2.6145, -1.6167], [4.0633, -2.2262, -0.9273], [4.3537, -1.7103, 0.2854], [3.5211, -1.4212, 1.0802], [5.6798, -1.7647, 0.5057], [8.3306, -2.4585, 0.0839], [7.9275, -3.3362, -1.3685], [7.2426, -3.8818, 0.1602], [6.7097, -1.1378, -1.1508], [5.2617, -3.7046, -1.6656], [5.3719, -2.1763, -2.6024], [-0.2849, 1.1384, -4.6412], [0.6476, 0.1325, -3.9804], [1.9364, 0.7202, -3.3964], [1.9274, 0.2694, -2.0522], [0.8085, -0.3917, -1.7661], [0.5661, -0.9074, -0.7208], [-0.0410, -0.3660, -2.8309], [-1.2918, 0.7242, -4.7171], [-0.0278, 1.5085, -5.6307], [-0.3999, 1.9748, -3.9444], [0.8932, -0.6936, -4.6497], [1.9537, 1.8104, -3.4696], [2.8365, 0.3894, -3.9113], [-1.9355, 4.1308, -0.4975], [-0.6695, 3.3340, -0.7433], [0.5783, 4.1430, -1.1007], [1.6118, 3.4269, -0.4362], [1.0857, 2.5741, 0.4546], [1.7264, 1.9148, 1.2207], [-0.2493, 2.5658, 0.3730], [-2.8054, 3.4900, -0.3492], [-2.0761, 4.8490, -1.2987], [-1.8197, 4.5829, 0.4936], [-0.8244, 2.6361, -1.5800], [0.6099, 5.1791, -0.7413], [0.6994, 4.2135, -2.1829], [-5.0211, 3.4123, 3.1745], [-3.5388, 3.1606, 3.2565], [-2.9312, 3.0738, 4.6470], [-1.9200, 2.0537, 4.4472], [-2.2471, 1.3066, 3.3887], [-1.6971, 0.2935, 3.0886], [-3.2087, 1.8999, 2.6612], [-5.6367, 2.6433, 3.6438], [-5.3151, 3.4131, 2.1238], [-5.2875, 4.3611, 3.6410], [-2.9957, 3.9289, 2.6949], [-3.6161, 2.6447, 5.3800], [-2.4576, 3.9928, 4.9705], [-4.2594, -5.2575, 1.1316], [-2.8118, -5.0263, 0.7275], [-2.6790, -3.7691, -0.1488], [-1.7613, -2.9555, 0.5834], [-1.4768, -3.5011, 1.7598], [-0.8213, -2.9714, 2.6078], [-2.0370, -4.7185, 1.8842], [-4.6366, -4.3980, 1.6914], [-4.3612, -6.1351, 1.7708], [-4.9168, -5.3984, 0.2727], [-2.4700, -5.9478, 0.2573], [-3.6300, -3.2591, -0.2740], [-2.2163, -3.9946, -1.1077]],
  "forces_ev_per_a": [[0.0, -0.1, 0.0], [0.0, 0.2, -1.0], [0.4, 0.0, 0.2], [1.1, -0.5, 0.7], [-0.6, 0.6, -0.6], [0.5, -1.4, -0.1], [-0.2, 0.5, 0.4], [-0.5, 0.6, 0.1], [-0.1, 0.0, 0.2], [0.1, -0.1, 0.1], [-0.2, 0.1, 0.1], [0.2, 0.0, 0.2], [-0.1, 0.0, -0.2], [-0.7, 0.0, -0.1], [-0.5, 0.1, 0.6], [-0.2, 0.4, -0.8], [-0.1, 0.3, -0.6], [0.8, 0.3, 0.3], [-0.7, -0.1, -0.4], [-0.1, 0.1, 0.0], [0.5, -0.4, 0.6], [0.1, -0.3, -0.1], [0.5, -0.1, 0.1], [0.1, 0.2, -0.2], [-0.2, -0.1, 0.1], [-0.2, 0.0, 0.5], [0.0, -0.3, 0.2], [0.5, -0.6, 1.2], [-0.3, 0.1, -1.4], [-0.4, 0.8, 0.2], [0.5, -0.1, -0.4], [0.5, -0.1, 0.2], [-0.3, 0.2, -0.2], [-0.4, -0.2, 0.5], [0.0, -0.1, -0.5], [-0.2, 0.1, 0.1], [0.1, 0.6, -0.3], [-0.1, -0.1, 0.3], [-0.3, -0.2, 0.2], [0.4, -0.4, 0.1], [-0.3, -0.1, -0.2], [-0.1, 0.6, 0.0], [0.1, -1.1, -0.3], [0.1, 0.3, 0.5], [0.4, 0.5, -0.4], [0.1, -0.3, -0.1], [-0.2, -0.3, 0.2], [0.3, -0.1, 0.2], [0.0, 0.3, 0.0], [0.1, 0.1, -0.1], [-0.1, 0.0, -0.1], [-0.1, 0.4, 0.1], [0.0, 0.0, 0.2], [-0.2, 0.0, 0.5], [-1.4, -0.1, -0.2], [0.7, -0.6, -0.1], [-0.2, 0.5, -0.4], [-0.2, -0.3, 0.5], [0.2, -0.1, -0.1], [0.3, 0.1, 0.0], [0.1, 0.0, 0.0], [0.1, 0.0, 0.0], [0.2, 0.0, -0.2], [0.6, 0.2, 0.0], [0.0, 0.2, 0.0], [-0.2, 0.1, -0.1]],
  "nbo_charge": [0.97, -0.63, 0.07, -0.09, -0.49, 1.00, -0.62, -0.48, 0.23, 0.22, 0.23, 0.18, 0.19, 0.20, -0.63, 0.06, -0.09, -0.48, 0.99, -0.61, -0.49, 0.24, 0.23, 0.20, 0.19, 0.19, 0.20, -0.63, 0.07, -0.10, -0.48, 0.99, -0.61, -0.49, 0.23, 0.23, 0.22, 0.17, 0.19, 0.20, -0.63, 0.07, -0.09, -0.49, 0.99, -0.62, -0.49, 0.23, 0.23, 0.23, 0.18, 0.20, 0.21, -0.63, 0.06, -0.09, -0.48, 0.99, -0.63, -0.48, 0.22, 0.23, 0.22, 0.20, 0.20, 0.20]
}

---

No. 2
{
  "formula": "C20H31AsINO9P",
  "method": "ωB97M-V/def2-TZVPD",
  "homo_ev": -3.60,
  "total_charge": -1,
  "homo_lumo_gap_ev": 4.0,
  "mol_weight_g_mol": 662.27,
  "elements": ["C", "C", "C", "C", "As", "C", "C", "C", "C", "N", "P", "O", "I", "H", "H", "H", "H", "H", "H", "H", "H", "H", "H", "H", "H", "H", "H", "H", "H", "H", "H", "H", "H", "H", "H", "H", "C", "C", "C", "O", "C", "C", "C", "O", "O", "O", "H", "H", "H", "H", "C", "C", "C", "O", "C", "C", "C", "O", "O", "O", "H", "H", "H", "H"],
  "coordinates": [[2.6388, 0.4569, 1.9035], [2.0002, 1.0539, 0.5080], [0.6521, 1.8754, 0.8836], [1.9078, -0.1193, -0.5994], [0.0453, -0.6675, -1.2010], [-1.7656, -0.9623, -2.0876], [-2.8869, -0.2061, -1.1700], [-3.6539, -1.1198, -0.0556], [-4.5376, -0.2245, 1.0496], [-5.4079, 0.8300, 0.4071], [0.4057, -2.8566, -0.7215], [1.1278, -2.8565, 0.9067], [-1.5900, -4.2215, -0.3958], [3.8077, 0.3992, 1.7619], [2.1354, -0.6089, 2.0597], [2.3466, 1.1815, 2.7865], [2.7946, 1.8532, 0.1126], [-0.0595, 1.1945, 1.5219], [0.1014, 2.3980, -0.0261], [0.9679, 2.7706, 1.6070], [2.5726, -1.0284, -0.2132], [2.4937, 0.2665, -1.5672], [-0.5724, -0.5129, 0.2192], [-0.1773, 0.8486, -1.5550], [0.6640, -0.8279, -2.6475], [-1.7296, -0.3365, -3.1073], [-1.9977, -2.0477, -2.4134], [-3.6184, 0.4087, -1.8842], [-2.2964, 0.6349, -0.5613], [-2.8209, -1.6276, 0.6078], [-4.3536, -1.8707, -0.6165], [-3.8015, 0.1793, 1.8726], [-5.2495, -1.0038, 1.5962], [-5.7943, 0.4056, -0.4697], [-6.1835, 0.9950, 1.1172], [0.5741, -3.4228, 1.5241], [6.3312, -4.9036, -1.7528], [5.6791, -5.7918, -1.0002], [4.3089, -5.5138, -0.4876], [3.7272, -6.3571, 0.1859], [3.7020, -4.2136, -0.8129], [4.3557, -3.3241, -1.5626], [5.7143, -3.6135, -2.0979], [6.2826, -2.7835, -2.7995], [3.7924, -2.0991, -1.8699], [6.2535, -7.0054, -0.6695], [7.3267, -5.0936, -2.1339], [2.7130, -4.0172, -0.4191], [4.4593, -1.6368, -2.4231], [5.5843, -7.4701, -0.1213], [-2.2636, 4.8435, 2.4973], [-1.7699, 5.9220, 1.8859], [-2.2666, 6.3482, 0.5483], [-1.8071, 7.3545, 0.0197], [-3.3029, 5.5263, -0.0961], [-3.7940, 4.4459, 0.5140], [-3.3169, 4.0358, 1.8632], [-3.8005, 3.0483, 2.4065], [-4.7661, 3.6675, -0.0870], [-0.7779, 6.6846, 2.4746], [-1.9134, 4.5236, 3.4706], [-3.6422, 5.8372, -1.0758], [-4.9563, 2.9474, 0.5532], [-0.5921, 7.4080, 1.8370]],
  "forces_ev_per_a": [[-0.8, 0.1, -0.7], [0.9, 0.7, 0.5], [0.1, 0.9, 0.8], [2.9, 0.2, 0.6], [-0.7, 2.9, -1.2], [-2.1, 0.9, -1.2], [0.1, 0.8, 0.2], [0.2, 1.2, 0.3], [0.5, -2.1, 0.1], [-0.4, -0.8, 1.2], [2.4, -2.5, 0.9], [-1.9, -0.9, -0.2], [-0.4, -0.2, 0.3], [-2.4, -0.1, 0.5], [1.3, 2.2, -0.1], [0.8, -1.5, -1.6], [-1.7, -1.6, 0.8], [1.2, 1.4, -1.5], [1.1, -1.5, 1.9], [-0.5, -1.8, -1.4], [-1.4, 1.9, -0.7], [-1.6, -0.9, 1.8], [-0.2, 0.1, 0.4], [-0.1, 0.3, 0.0], [0.3, -0.7, -0.2], [0.2, -1.3, 2.2], [0.1, 1.7, 0.8], [1.2, -1.5, 1.7], [-1.2, -1.6, -1.2], [-1.9, 0.6, -1.6], [1.4, 1.1, 1.3], [-1.5, -0.3, -1.8], [1.6, 1.4, -0.9], [0.2, 0.6, 1.2], [1.0, -0.3, -1.6], [0.9, 1.1, -1.2], [0.1, 0.2, -0.1], [1.2, -1.3, 0.1], [-1.1, 0.3, 0.4], [0.7, 0.2, -0.4], [0.1, -0.6, 0.3], [-1.1, 1.5, -0.2], [0.6, 0.3, -0.4], [-0.4, -0.4, 0.4], [1.7, -1.7, -0.1], [-1.3, 1.2, 0.0], [-0.1, 0.0, 0.0], [0.0, 0.0, 0.0], [-0.4, -0.2, 0.2], [0.2, 0.3, -0.2], [-0.2, -0.2, 0.0], [1.2, 0.5, 1.2], [-0.3, 0.3, -1.0], [0.0, -0.4, 0.6], [0.5, 0.6, 0.1], [-1.7, -1.0, -1.5], [0.1, -0.8, 0.9], [0.2, 0.8, -0.5], [1.6, 1.4, 1.6], [-1.2, -0.4, -1.3], [0.0, 0.0, -0.1], [0.0, 0.0, 0.1], [0.0, -0.5, -0.5], [-0.1, -0.3, 0.2]],
  "nbo_charge": [-0.64, -0.22, -0.65, -0.75, 0.75, -0.76, -0.44, -0.43, -0.22, -0.88, 0.45, -1.03, -0.22, 0.20, 0.23, 0.19, 0.18, 0.22, 0.23, 0.19, 0.22, 0.20, -0.21, -0.20, -0.19, 0.20, 0.20, 0.19, 0.21, 0.23, 0.19, 0.20, 0.16, 0.37, 0.36, 0.49, -0.39, 0.36, 0.46, -0.54, -0.35, 0.28, 0.49, -0.54, -0.63, -0.67, 0.23, 0.28, 0.50, 0.50, -0.35, 0.29, 0.47, -0.55, -0.37, 0.31, 0.47, -0.51, -0.65, -0.65, 0.24, 0.24, 0.53, 0.50]
}

---

No. 3
{
  "formula": "C20H31BNO",
  "method": "ωB97M-V/def2-TZVPD",
  "e_above_lowest_kj_mol": 29.1,
  "homo_ev": -11.86,
  "total_charge": 1,
  "homo_lumo_gap_ev": 8.6,
  "mol_weight_g_mol": 312.29,
  "elements": ["C", "O", "C", "C", "C", "C", "C", "C", "C", "C", "H", "H", "H", "H", "H", "H", "H", "H", "H", "H", "H", "C", "C", "N", "C", "C", "C", "C", "C", "C", "C", "C", "C", "B", "H", "H", "H", "H", "H", "H", "H", "H", "H", "H", "H", "H", "H", "H", "H", "H", "H", "H", "H", "H"],
  "coordinates": [[1.7771, -0.7762, -3.2448], [0.5457, -0.2464, -2.7504], [-0.2722, -0.9769, -1.8762], [-1.7415, -0.7722, -2.1418], [-2.6350, -1.8882, -2.2152], [-3.8914, -1.7280, -2.7963], [-4.3685, -0.4635, -3.2231], [-5.7059, -0.3487, -3.9082], [-3.5361, 0.6451, -2.9540], [-2.2397, 0.5306, -2.4007], [2.4078, 0.0776, -3.5924], [2.3152, -1.2993, -2.4289], [1.6256, -1.4309, -4.1203], [0.0108, -2.0539, -1.7856], [-2.2082, -2.8542, -1.8686], [-4.5222, -2.6139, -2.9423], [-5.8831, 0.7037, -4.2218], [-5.7372, -0.9274, -4.8601], [-6.5024, -0.7208, -3.2390], [-3.9296, 1.6278, -3.1789], [-1.5872, 1.4000, -2.2221], [3.4119, -1.0380, 0.6237], [2.6365, 0.2465, 0.4104], [1.3165, 0.3167, 1.2158], [1.5789, 0.0327, 2.6902], [2.5313, 0.8140, 3.3440], [2.6487, 0.6995, 4.7342], [1.9007, -0.2609, 5.4384], [1.0503, -1.1183, 4.7691], [0.8971, -0.9569, 3.3814], [0.8702, 1.8067, 1.1259], [-0.3344, 2.1083, 2.0264], [0.5872, 2.2374, -0.3035], [0.2354, -0.6957, 0.5688], [-0.0441, -0.4219, -0.7455], [4.2609, -1.0067, -0.0790], [3.8488, -1.0668, 1.6263], [2.8060, -1.9343, 0.4412], [3.2315, 1.1085, 0.7334], [2.3799, 0.4142, -0.6516], [3.1368, 1.5381, 2.7988], [3.3215, 1.3581, 5.2879], [1.9479, -0.3148, 6.5127], [0.5131, -1.9045, 5.2820], [0.2179, -1.6083, 2.8478], [1.7331, 2.4073, 1.4960], [-0.6886, 3.1138, 1.7468], [-1.1437, 1.3689, 1.8287], [-0.0584, 2.1088, 3.1036], [0.3935, 3.3173, -0.3102], [1.3912, 2.0250, -1.0115], [-0.3318, 1.7639, -0.6764], [0.6803, -1.8002, 0.5795], [-0.8485, -0.5426, 1.1352]],
  "forces_ev_per_a": [[0.7, 0.0, 0.2], [-1.2, -0.2, 0.7], [0.6, 0.0, -1.0], [-0.8, 0.4, 0.2], [1.5, 0.7, -0.2], [-0.1, 0.0, 0.1], [1.3, -0.5, 0.6], [0.0, 0.4, -0.5], [0.2, -0.2, 0.3], [-0.4, -1.1, -0.5], [-0.7, -0.5, 0.4], [-0.2, 0.1, -0.5], [-0.1, 0.1, 0.5], [-0.1, 0.9, 0.2], [-0.7, 0.5, -0.5], [0.2, 0.4, 0.1], [-0.1, -0.7, 0.5], [0.1, 0.1, 0.8], [0.2, 0.3, -0.4], [0.1, 0.1, -0.1], [-0.6, -0.4, -0.4], [0.4, 0.2, -0.2], [-0.4, 0.0, 0.2], [0.4, 0.7, -0.6], [0.2, -0.2, -0.4], [-0.2, 0.1, 0.6], [-0.1, -0.3, -0.1], [0.1, 0.5, -0.2], [0.3, 0.4, -1.0], [-0.3, -0.2, -0.1], [0.2, 0.4, 0.5], [0.0, -0.3, 0.1], [-0.4, -0.1, -0.3], [-0.2, -0.3, 2.2], [0.0, -0.1, -0.5], [-0.3, -0.2, 0.2], [-0.2, -0.2, -0.1], [0.3, 0.3, 0.1], [-0.1, -0.2, -0.1], [0.0, -0.3, 0.6], [-0.2, -0.1, 0.3], [-0.2, -0.2, -0.3], [0.3, 0.0, 0.2], [0.0, 0.1, 0.0], [0.0, 0.0, 0.1], [-0.5, -0.6, -0.2], [0.0, -0.4, 0.3], [0.5, 0.7, 0.3], [-0.3, -0.1, -0.7], [0.2, -0.2, 0.0], [-0.1, 0.2, 0.1], [0.2, 0.1, 0.1], [-0.1, 0.1, -0.2], [0.6, -0.1, -1.0]],
  "nbo_charge": [-0.26, -0.53, 0.23, -0.14, -0.16, -0.21, 0.01, -0.64, -0.15, -0.19, 0.22, 0.18, 0.21, 0.23, 0.22, 0.23, 0.23, 0.24, 0.24, 0.21, 0.22, -0.64, -0.20, -0.47, 0.13, -0.19, -0.20, -0.19, -0.18, -0.22, -0.01, -0.64, -0.64, 0.22, 0.03, 0.24, 0.23, 0.23, 0.21, 0.22, 0.21, 0.23, 0.23, 0.24, 0.24, 0.21, 0.24, 0.23, 0.24, 0.25, 0.22, 0.21, -0.04, -0.01]
}

---

No. 4
{
  "formula": "C20H31BNO2Sm",
  "method": "ωB97M-V/def2-TZVPD",
  "spin_multiplicity": 6,
  "e_above_lowest_kj_mol": 0.0,
  "s_squared": 8.76,
  "homo_ev": [-8.31, -8.36],
  "homo_lumo_gap_ev": [8.4, 8.4],
  "mol_weight_g_mol": 478.64,
  "elements": ["O", "C", "C", "H", "H", "C", "H", "H", "C", "H", "H", "H", "C", "H", "H", "H", "Sm", "C", "C", "C", "H", "C", "C", "H", "H", "H", "H", "C", "C", "C", "H", "C", "C", "H", "H", "H", "H", "O", "C", "C", "H", "H", "C", "H", "H", "C", "H", "H", "H", "H", "B", "C", "N", "H", "H", "H"],
  "coordinates": [[-0.2000, -3.5507, 0.1763], [0.9827, -4.3515, 0.5711], [0.4037, -5.6912, 0.1736], [1.1782, -4.2779, 1.6512], [1.8596, -4.0287, -0.0090], [-0.7908, -4.8138, -0.2463], [0.2268, -6.3486, 1.0265], [0.9458, -6.1809, -0.6333], [-2.0270, -5.1686, 0.5503], [-1.8292, -5.1048, 1.6257], [-2.3121, -6.2074, 0.3344], [-2.8682, -4.5236, 0.2767], [-1.0414, -4.8681, -1.7387], [-0.1336, -4.6099, -2.2969], [-1.8662, -4.1998, -2.0145], [-1.3276, -5.8942, -2.0107], [-0.0922, 2.2027, -0.0239], [0.2353, 3.6566, -2.2234], [1.4907, 3.7509, -1.5609], [2.1015, 2.4570, -1.5616], [1.9254, 4.6657, -1.1560], [1.2147, 1.5588, -2.2477], [0.0622, 2.3040, -2.6514], [-0.7754, 1.9132, -3.2313], [-0.4593, 4.4835, -2.3897], [3.1039, 2.2186, -1.1955], [1.4231, 0.5164, -2.4928], [-2.1711, 3.7541, 0.3222], [-2.4553, 3.0070, -0.8580], [-2.6316, 1.6348, -0.4886], [-2.5658, 3.4159, -1.8619], [-2.4940, 1.5441, 0.9363], [-2.2189, 2.8566, 1.4399], [-2.1627, 3.1447, 2.4959], [-2.0214, 4.8344, 0.3757], [-2.9133, 0.8231, -1.1636], [-2.6606, 0.6485, 1.5417], [0.6976, 0.2990, 1.4646], [0.2341, -0.5649, 0.3495], [1.5007, -1.2454, -0.1379], [-0.3466, -0.0841, -0.4960], [-0.4461, -1.3009, 0.7915], [2.0449, -1.6502, 1.2414], [2.1583, -0.5067, -0.6546], [1.2787, -2.0395, -0.8483], [1.8901, -0.3845, 2.0575], [3.0348, -2.1032, 1.2063], [1.3259, -2.3468, 1.6914], [2.7609, 0.2855, 1.9721], [1.6693, -0.5685, 3.1215], [0.8796, 6.6166, 1.5141], [0.8083, 5.0915, 1.4688], [0.7118, 3.9268, 1.3298], [1.9061, 6.9814, 0.9591], [0.8484, 7.0060, 2.6646], [-0.0928, 7.0171, 0.8626]],
  "forces_ev_per_a": [[0.9, -1.7, 0.3], [0.7, 0.8, 0.5], [0.0, 0.8, 0.0], [0.0, 0.1, -0.4], [-0.2, -0.1, 0.3], [-1.0, -1.2, -0.5], [0.0, 0.0, -0.3], [-0.2, -0.1, 0.1], [-0.3, 0.0, 0.0], [-0.1, 0.1, -0.2], [0.1, 0.2, 0.0], [0.1, 0.0, 0.2], [-0.2, 0.0, -0.1], [-0.2, 0.0, 0.1], [0.2, 0.0, -0.1], [0.0, 0.3, 0.0], [0.4, 0.6, 0.5], [0.5, -0.3, -0.1], [0.0, -0.4, -0.4], [-0.5, 0.1, -0.5], [-0.2, -0.4, 0.0], [0.1, 0.7, -0.1], [0.5, 0.0, 0.0], [0.3, 0.1, 0.3], [0.3, -0.4, 0.1], [-0.5, 0.1, 0.0], [-0.1, 0.4, 0.1], [-0.7, -0.5, 0.0], [-0.4, -0.2, 0.7], [0.0, 0.5, 0.4], [0.1, -0.2, 0.4], [-0.3, 0.7, 0.0], [-0.5, -0.4, -0.5], [0.2, -0.2, -0.6], [0.1, -0.4, 0.0], [0.2, 0.3, 0.3], [0.2, 0.4, -0.3], [0.2, -0.5, -1.0], [0.0, -0.5, 0.2], [0.1, 0.7, 0.1], [0.6, 0.1, 1.0], [0.0, 0.1, -0.3], [-0.5, -0.3, -0.2], [-0.3, -0.4, 0.5], [0.1, -0.1, 0.3], [-0.1, 0.9, -0.2], [0.0, 0.2, 0.3], [0.5, 0.0, -0.3], [-0.5, -0.1, 0.0], [0.0, 0.1, -0.5], [0.0, 1.2, -0.1], [-0.2, -2.5, -0.4], [0.4, 2.0, 0.7], [-0.1, -0.2, 0.1], [-0.1, -0.1, -0.1], [0.2, -0.2, 0.3]],
  "nbo_charge": [-0.57, -0.06, -0.47, 0.18, 0.18, 0.27, 0.22, 0.22, -0.62, 0.22, 0.22, 0.22, -0.62, 0.21, 0.22, 0.22, 1.40, -0.32, -0.27, -0.36, 0.26, -0.35, -0.35, 0.24, 0.25, 0.24, 0.23, -0.32, -0.30, -0.36, 0.24, -0.34, -0.31, 0.25, 0.26, 0.24, 0.24, -0.55, -0.09, -0.43, 0.21, 0.23, -0.45, 0.22, 0.25, -0.05, 0.23, 0.22, 0.19, 0.20, -0.62, 0.47, -0.68, 0.02, 0.03, 0.02]
}